No. 1
Computed, not measured: a single C17H19ClN2O4S2 molecule, with ωB97M-V with the def2-TZVPD basis set.

CARTESIAN COORDINATES (ANGSTROEM)
C1 -3.36177 -2.62027 1.52562
O1 -3.64449 -1.38187 2.15102
C2 -3.43402 -0.19827 1.53692
C3 -4.07411 0.88091 2.16221
C4 -3.95331 2.17236 1.70449
C5 -3.16950 2.41611 0.58628
Cl1 -2.99827 4.02626 -0.01642
C6 -2.52151 1.37702 -0.05017
C7 -2.63659 0.06851 0.41359
N1 -1.95295 -0.96262 -0.28011
C8 -0.55612 -1.20235 -0.03694
C9 0.39641 -0.18071 -0.66543
O2 0.05849 0.56515 -1.56125
N2 1.63771 -0.24310 -0.12966
C10 2.78489 0.48362 -0.47034
C11 2.75071 1.57265 -1.33200
C12 3.90961 2.26645 -1.63155
C13 5.11503 1.87996 -1.07528
C14 5.16361 0.79743 -0.21427
C15 4.00877 0.10082 0.10128
S1 4.02957 -1.29719 1.20334
C16 5.50207 -0.99855 2.21999
S2 -2.63189 -1.53716 -1.68841
C17 -2.46137 -0.30785 -2.99959
O3 -4.03442 -1.69160 -1.42873
O4 -1.87472 -2.70651 -2.03316
H1 -3.85186 -3.36518 2.15246
H2 -3.76926 -2.66086 0.51552
H3 -2.28909 -2.82503 1.49741
H4 -4.67868 0.65986 3.02737
H5 -4.46168 2.98237 2.20248
H6 -1.89157 1.57267 -0.90313
H7 -0.34418 -2.17481 -0.49595
H8 -0.38181 -1.26288 1.04273
H9 1.79839 -0.93876 0.58920
H10 1.81060 1.86674 -1.76586
H11 3.86643 3.10900 -2.30382
H12 6.02378 2.41264 -1.30983
H13 6.11157 0.49745 0.20293
H14 5.40512 -1.66058 3.07517
H15 5.51157 0.03673 2.54654
H16 6.40245 -1.24763 1.66546
H17 -1.45494 0.08883 -2.97700
H18 -3.20301 0.45956 -2.82546
H19 -2.65567 -0.82932 -3.92767

Values from the calculation:
Relative energy (zero: lowest compared OMol25 entry of this formula, charge and spin): 6.6 kJ/mol
HOMO energy: -8.48 eV
LUMO: 0.4584 eV
Kohn-Sham gap: 8.942 eV
SMILES: COc1ccc(Cl)cc1N(CC(=O)Nc1ccccc1SC)S(C)(=O)=O
Spin multiplicity: 1

Results of the Löwdin charge analysis, in e, for atoms 1 through 8: -0.06, -0.05, -0.20, 0.01, -0.09, -0.67, 0.67, -0.04

No. 2
Computed, not measured: 3 unconnected molecules or ions with the total composition C17H19F6N3O16PS3 in a non-equilibrium geometry, with ωB97M-V with the def2-TZVPD basis set.

CARTESIAN COORDINATES (ANGSTROEM)
C1 -1.18496 4.72510 -1.70374
C2 -0.96908 3.70825 -2.81137
F1 0.19561 3.86759 -3.49913
C3 -1.13146 2.29696 -2.24852
C4 -2.16953 1.53030 -2.70460
N1 -2.38927 0.29720 -2.23045
N2 -3.47009 -0.41695 -2.80623
C5 -4.57118 0.14328 -2.60758
O1 -5.51716 0.78481 -2.54315
C6 -1.62652 -0.30315 -1.28473
P1 -2.16285 -2.03870 -0.79232
N3 -1.42120 -2.66480 0.39330
O2 -2.00255 -2.91928 -2.13627
O3 -3.73682 -1.96171 -0.45851
C7 -0.51931 0.40841 -0.78544
S1 0.63052 -0.28291 0.44620
O4 1.71574 0.61840 0.69826
O5 -0.05586 -0.58572 1.66192
C8 1.51897 -1.77782 -0.29112
F2 0.84751 -2.36101 -1.29836
F3 2.61979 -1.26115 -0.84371
C9 2.01049 -2.78219 0.80575
F4 1.11874 -3.68332 1.14359
F5 3.05390 -3.43914 0.26224
F6 2.47298 -2.10393 1.83677
C10 -0.29427 1.71357 -1.27357
C11 0.87284 2.58174 -0.80565
O6 1.75905 2.83144 -1.56022
O7 0.75571 2.99781 0.45160
C12 1.87850 3.75159 0.94058
C13 3.10690 2.88714 1.28112
O8 4.02148 2.76211 0.51791
H1 -1.42613 5.71562 -2.08724
H2 -0.35473 4.78897 -1.00052
H3 -2.06124 4.40388 -1.12710
H4 -1.78856 3.84077 -3.52978
H5 -2.82606 1.93866 -3.46512
H6 -0.95869 -3.51065 0.07448
H7 -1.23247 -2.64369 -2.65275
H8 -4.01908 -1.04952 -0.31628
H9 2.18346 4.56183 0.27758
H10 1.53747 4.21199 1.87049
H11 3.17994 2.39098 2.26539
C14 -4.96670 1.81466 1.41906
C15 -6.00871 2.91185 1.34572
O9 -5.31201 4.08657 1.77297
S2 -3.78062 4.01468 1.33054
O10 -3.60710 4.74075 0.11842
O11 -2.96977 4.25426 2.46073
O12 -3.74812 2.43717 0.97075
H12 -4.81769 1.46727 2.44238
H13 -5.21607 0.96799 0.78175
H14 -6.86242 2.72451 1.99016
H15 -6.35426 3.07028 0.32136
C16 5.87048 -6.16983 0.60020
C17 5.41111 -5.09280 1.56060
O13 5.45441 -5.71713 2.84694
S3 6.65512 -6.78626 2.88678
O14 7.78757 -6.18415 3.48804
O15 6.13264 -8.02372 3.33411
O16 6.90848 -6.85997 1.30111
H16 5.06924 -6.88052 0.38500
H17 6.25262 -5.76255 -0.33231
H18 4.40934 -4.73991 1.34497
H19 6.10194 -4.24591 1.56701

Values from the calculation:
Charge: +1
HOMO energy: -12.30 eV
LUMO: -5.8223 eV
Kohn-Sham gap: 6.475 eV
Spin multiplicity: 1

Results of the Löwdin charge analysis, in e, for atoms 1 through 8: 0.02, -0.32, 0.06, -0.02, 0.08, -0.04, 0.17, -0.21

No. 3
Computed, not measured: a single C17H19FN2O4 molecule, with ωB97M-V with the def2-TZVPD basis set.

CARTESIAN COORDINATES (ANGSTROEM)
C1 3.60823 1.69294 1.66116
C2 3.13645 0.66243 0.69249
C3 2.02360 0.73683 -0.07637
C4 1.08156 1.85570 -0.03725
O1 1.19512 2.86694 0.61734
O2 0.03615 1.63370 -0.86446
C5 -1.01115 2.58989 -0.84999
C6 -2.32262 1.95033 -0.39935
C7 -2.77676 0.75783 -1.24694
C8 -3.69023 0.00745 -0.27743
C9 -3.18512 0.45655 1.10794
O3 -2.17436 1.42660 0.90391
C10 1.65690 -0.41536 -0.98480
C11 0.50983 -1.24266 -0.42680
C12 -0.32503 -1.92657 -1.30266
C13 -1.34299 -2.73412 -0.82877
C14 -1.51328 -2.84743 0.53877
F1 -2.51242 -3.62297 1.01126
C15 -0.69633 -2.18183 1.43366
C16 0.31850 -1.38167 0.94096
N1 2.81043 -1.27516 -1.20816
C17 3.84767 -1.43102 -0.35740
O4 4.67252 -2.31177 -0.44407
N2 3.94377 -0.44547 0.61446
H1 2.86500 2.47313 1.78055
H2 4.53267 2.14009 1.29663
H3 3.81318 1.22881 2.62497
H4 -1.12499 2.98240 -1.86486
H5 -0.73882 3.39781 -0.16327
H6 -3.09956 2.73583 -0.40359
H7 -3.28239 1.06660 -2.15862
H8 -1.90375 0.15581 -1.49840
H9 -3.62171 -1.07086 -0.39954
H10 -4.72907 0.30537 -0.41703
H11 -3.99981 0.89399 1.70002
H12 -2.73893 -0.36095 1.67851
H13 1.35188 -0.01887 -1.96249
H14 -0.18148 -1.82511 -2.36910
H15 -1.99784 -3.26782 -1.49968
H16 -0.85659 -2.29513 2.49428
H17 0.95884 -0.85275 1.62958
H18 2.69328 -2.01911 -1.87990
H19 4.76967 -0.49037 1.19444

Values from the calculation:
Relative energy (zero: lowest compared OMol25 entry of this formula, charge and spin): 0.0 kJ/mol
HOMO energy: -8.89 eV
LUMO: 0.6483 eV
Kohn-Sham gap: 9.537 eV
SMILES: CC1=C(C(=O)OC[C@H]2CCCO2)[C@H](c2ccc(F)cc2)NC(=O)N1
Spin multiplicity: 1

Results of the Löwdin charge analysis, in e, for atoms 1 through 8: 0.01, -0.22, -0.05, -0.42, 0.09, 0.00, -0.09, -0.31